Record 1
The following is a quantum chemistry calculation of C5H9O as an isolated structure at a distorted geometry, from the OMol25 dataset.

The geometry in XYZ format:
```
15
Properties=species:S:1:pos:R:3:forces:R:3
C 0.274090 0.290155 1.424775 -1.221 -1.022 2.655
O 0.681270 1.994313 3.830947 0.084 0.484 -1.345
C -0.297559 -0.041626 0.137171 1.844 -1.870 -2.176
C -0.211842 -1.371511 -0.333342 0.261 -1.901 1.882
C -0.056667 -1.546956 -1.722852 -2.060 4.870 -4.000
C -0.490573 -0.473846 -2.598410 0.637 -0.786 0.429
H 0.981420 -0.529304 1.664390 -0.612 0.772 0.462
H 0.812256 2.324771 2.901145 -0.120 -0.287 1.481
H -1.271398 -0.732561 0.000644 -1.522 0.485 0.590
H 0.791053 1.166752 1.247185 1.455 1.733 -0.215
H -0.078582 0.616300 -0.682904 -0.417 1.105 -0.151
H -0.361229 0.615338 2.291710 0.523 -0.622 -0.482
H 0.446466 -2.401286 -2.178682 0.186 0.389 0.309
H -1.237647 0.471745 -2.385188 2.112 -2.807 -0.095
H 0.018942 -0.382283 -3.596589 -1.151 -0.545 0.656
```
Positions in Å, forces in eV/Å.

Summary:
DFT total energy: -270.8872 Eh
HOMO-LUMO gap: 4.8 eV
Total charge: -1



Record 2
The following is a quantum chemistry calculation of C5H9O as an isolated structure at a distorted geometry, from the OMol25 dataset.

The geometry in XYZ format:
```
15
Properties=species:S:1:pos:R:3:forces:R:3
C 1.922309 0.542181 -0.061041 -0.261 1.729 -0.450
C -0.883425 0.518113 -0.834316 1.426 1.224 -1.489
C 1.211917 -0.400140 0.545208 1.397 2.911 -3.369
C -2.266660 0.552035 -1.264659 1.087 -0.796 -1.729
C 1.397914 -1.657975 1.143438 0.101 0.667 3.707
O -0.526732 -0.161589 0.108877 1.739 -1.215 1.712
H 1.445967 1.463619 -0.475826 -0.271 -0.993 0.371
H 3.004138 0.814268 -0.318955 -1.151 -1.640 1.347
H -0.100709 1.119988 -1.402514 -0.939 -0.613 0.594
H -2.345450 0.337801 -2.335066 0.521 0.276 -0.220
H -2.772537 -0.248486 -0.852540 -1.496 -1.119 1.518
H -2.660515 1.513647 -1.165551 -0.907 1.552 0.524
H 0.621171 -1.775782 1.855166 -1.416 -0.461 0.627
H 1.456582 -2.504354 0.587036 0.024 -2.212 -2.210
H 2.205938 -1.705172 1.909062 0.146 0.688 -0.934
```
Positions in Å, forces in eV/Å.

Summary:
DFT total energy: -270.7672 Eh
HOMO-LUMO gap: 10.6 eV
Total charge: +1



Record 3
The following is a quantum chemistry calculation of one molecule with the formula C5H9O2P at a distorted geometry, from the OMol25 dataset.

The geometry in XYZ format:
```
17
Properties=species:S:1:pos:R:3:forces:R:3
C -1.810208 0.850465 -1.885001 0.824 1.870 2.555
C -1.125803 -0.221325 -1.577921 2.454 -1.212 1.642
P 0.362720 0.069113 -0.082014 -3.122 -2.087 -1.592
O 0.966185 1.374832 -0.075215 0.882 2.212 -0.356
C 1.513915 -1.291320 -0.217585 -1.011 -0.859 -0.210
C 2.802839 -1.289994 0.030609 0.312 -0.900 -0.136
O -0.465999 -0.208087 1.286881 0.207 -0.835 -1.234
C -1.090869 0.903537 1.943811 0.433 -2.215 1.116
H -2.727512 0.918489 -2.401556 -0.641 -0.135 -0.991
H -1.517600 1.754082 -1.261567 -0.466 -0.717 -1.225
H -1.306301 -1.235113 -2.000344 0.206 0.778 0.448
H 1.118904 -2.262904 -0.532750 -0.330 0.266 0.479
H 3.361625 -2.195437 0.090372 -0.070 -1.076 -0.427
H 3.500621 -0.534610 0.148353 0.401 2.298 0.616
H -2.156776 0.886177 1.910467 -0.718 0.125 -0.792
H -0.581737 1.745836 1.655265 0.514 2.448 -0.851
H -0.844003 0.736259 2.968194 0.123 0.038 0.958
```
Positions in Å, forces in eV/Å.

Summary:
DFT total energy: -687.6925 Eh
HOMO-LUMO gap: 10.5 eV



Record 4
The following is a quantum chemistry calculation of an isolated ion of composition C5H9O2S and charge -1 at a distorted geometry, from the OMol25 dataset.

The geometry in XYZ format:
```
17
Properties=species:S:1:pos:R:3:forces:R:3
C -1.637203 -0.929691 -1.771018 1.620 0.799 0.750
C -0.546308 -0.306025 -1.291806 0.953 0.409 -0.377
C 0.302707 0.871204 1.532824 -0.520 -1.291 -1.184
C 1.268512 0.234938 0.477774 -2.500 -0.092 0.281
C 0.523437 -0.802950 -0.421731 2.202 3.168 -1.186
O 2.050909 -0.066379 -2.746595 -0.503 0.255 0.610
O 3.230008 -1.326736 -0.977911 -1.290 0.167 -0.332
S 1.969199 -1.223701 -1.812824 1.250 -1.213 0.189
H -2.192183 -0.443407 -2.521011 -0.726 0.282 -0.894
H -1.852204 -1.930070 -1.503173 -0.515 -0.799 0.463
H -0.129824 0.588343 -1.797040 -1.049 -0.004 0.238
H -0.252498 0.054146 2.044323 0.213 0.768 0.068
H 0.833707 1.507360 2.199775 0.438 0.382 0.903
H -0.405696 1.521997 0.978854 0.093 -0.533 0.420
H 1.340304 1.037182 -0.196264 1.307 1.233 -1.034
H 2.235550 -0.064670 0.896126 -0.364 -0.258 -0.422
H 0.325124 -1.652877 0.079387 -0.610 -3.274 1.507
```
Positions in Å, forces in eV/Å.

Summary:
DFT total energy: -744.5682 Eh
HOMO-LUMO gap: 6.9 eV
Total charge: -1



Highest occupied orbital energy, record by record: -0.08500; -0.56133; -0.36178; -0.10973 Ha
Relative energy (zero: lowest compared OMol25 entry of this formula, charge and spin), record by record: 5.971; 1.891; 1.821; 2.043 eV